Record 1
{"formula": "C2H6O2S3", "method": "ωB97M-V with the def2-TZVPD basis set", "fmax_ev_per_a": 2.83, "e_above_lowest_kcal_mol": 39.6, "total_charge": 0, "orbital_gap_ev": 9.11, "lumo_ha": 0.0116, "symbols": ["C", "C", "O", "O", "S", "S", "S", "H", "H", "H", "H", "H", "H"], "positions_angstrom": [[-0.967, -0.379, -2.329], [1.479, 0.626, 1.751], [-0.583, 0.891, -0.068], [-1.135, -0.134, 2.266], [0.297, -1.855, 0.077], [-1.133, -0.736, -0.444], [-0.374, 0.948, 1.636], [-1.410, -1.125, -2.990], [0.078, -0.308, -2.719], [-1.425, 0.538, -2.711], [1.671, 0.578, 2.800], [1.954, 1.392, 1.172], [1.547, -0.435, 1.559]], "forces_ev_per_a": [[0.8416, 0.2613, -0.7910], [-2.4646, -1.3464, 0.3427], [-0.2823, -1.2639, 0.9051], [0.4013, -0.0211, -0.2063], [0.2697, -1.2600, -0.6042], [0.3746, 1.4999, -2.2456], [0.4583, 1.6204, -0.0137], [-0.2785, -0.6592, 0.8242], [-0.4195, -0.2078, 1.2071], [-0.2800, 0.2245, 1.0226], [0.1760, 1.0775, 0.9657], [0.5255, -0.0677, -0.2656], [0.6780, 0.1426, -1.1410]]}


Record 2
{"formula": "C17H22N4O", "method": "ωB97M-V with the def2-TZVPD basis set", "fmax_ev_per_a": 4.00, "e_above_lowest_kcal_mol": 19.9, "total_charge": 0, "orbital_gap_ev": 8.92, "lumo_ha": 0.0270, "smiles": "C=CCc1cc(Cc2cnc(N)nc2N)cc(CCC)c1O", "symbols": ["N", "N", "O", "C", "C", "C", "C", "C", "C", "C", "C", "C", "C", "C", "C", "N", "N", "C", "C", "C", "C", "C", "H", "H", "H", "H", "H", "H", "H", "H", "H", "H", "H", "H", "H", "H", "H", "H", "H", "H", "H", "H", "H", "H"], "positions_angstrom": [[-1.892, 4.163, -1.722], [-1.775, 2.237, -3.100], [1.167, -2.502, 1.612], [3.789, -0.865, 0.160], [2.617, -0.129, 0.073], [-1.744, 3.536, -2.854], [-2.256, 3.421, -0.699], [-2.282, 1.552, -2.066], [-0.656, 0.634, 0.946], [-2.232, -1.156, 0.922], [0.103, -1.633, 1.385], [0.374, -0.268, 1.222], [-2.481, 2.069, -0.837], [-1.975, 0.199, 0.722], [-1.225, -2.086, 1.308], [-1.298, 4.287, -3.829], [-2.418, 0.214, -2.347], [1.790, 0.244, 1.269], [-3.046, 1.242, 0.300], [-1.671, -5.386, 3.298], [-1.521, -3.563, 1.559], [-1.351, -3.910, 3.061], [1.956, -1.998, 1.357], [4.361, -1.062, -0.729], [4.153, -1.187, 1.145], [2.311, 0.314, -0.879], [-2.387, 3.966, 0.238], [-0.484, 1.691, 0.826], [-3.251, -1.505, 0.778], [-0.971, 5.181, -3.476], [-0.685, 3.735, -4.426], [-2.117, -0.410, -1.597], [-2.201, -0.048, -3.326], [2.256, -0.086, 2.217], [1.733, 1.328, 1.252], [-3.957, 0.739, 0.029], [-3.284, 1.923, 1.153], [-1.051, -6.026, 2.712], [-2.731, -5.650, 3.094], [-1.475, -5.595, 4.345], [-0.797, -4.184, 0.994], [-2.517, -3.743, 1.192], [-0.347, -3.676, 3.409], [-2.032, -3.292, 3.635]], "forces_ev_per_a": [[-0.6542, 1.1267, 1.7322], [-1.3890, 0.0770, 0.7662], [-0.9082, 0.5858, -0.1610], [-2.6994, 1.7464, 0.1818], [2.7466, -1.4346, 0.3083], [0.8743, -1.2650, 0.3541], [-0.2937, 0.1003, 0.0737], [1.7052, -2.0597, -2.9774], [-0.6982, -0.8795, -0.3247], [0.5603, -0.3444, 0.3228], [-0.2060, 0.2789, -0.0222], [-0.4246, 0.5760, -0.3448], [-1.6650, 0.7433, 2.7847], [0.1967, 0.1435, 0.6836], [0.1403, -0.0177, -0.5187], [1.4237, 1.6602, -2.7769], [-0.2237, -0.6892, -0.0447], [0.0422, -0.0127, 0.3406], [1.5587, -0.0356, 0.7080], [-0.7621, 0.5709, 0.7236], [1.2857, 0.9318, 0.3385], [-0.7681, -0.4709, -0.9643], [0.0074, -0.4668, 0.0181], [0.2158, -0.1394, -0.0249], [-0.1049, -0.0157, -0.5217], [-0.0181, -0.4157, 0.1753], [-0.0105, -0.3966, 0.0026], [0.4615, 0.1474, 0.0110], [0.0462, -0.1788, 0.0710], [0.1165, -0.2226, -0.5254], [-0.2584, 0.7844, -0.2012], [-0.2986, 0.0171, -0.5501], [0.0042, 0.3257, 1.3272], [0.0967, 0.2362, -0.4104], [0.0385, 0.2218, 0.3515], [-0.4312, -0.2481, -0.2518], [0.2100, -0.5366, -0.5328], [0.5116, -0.4749, -0.5095], [0.5881, 0.3079, 0.0390], [-0.0649, -0.3178, 0.1832], [-0.4247, 0.2856, 0.1013], [-0.4784, -0.4299, 0.0482], [0.1404, 0.0016, -0.1888], [-0.1889, 0.1838, 0.2047]]}


Record 3
{"formula": "C3H5NO2", "method": "ωB97M-V with the def2-TZVPD basis set", "fmax_ev_per_a": 0.52, "e_above_lowest_kcal_mol": 19.9, "total_charge": 0, "orbital_gap_ev": 10.89, "lumo_ha": 0.0300, "smiles": "O=CCNC=O", "symbols": ["O", "C", "C", "N", "C", "O", "H", "H", "H", "H", "H"], "positions_angstrom": [[1.890, -1.313, -0.407], [1.680, -0.434, 0.392], [0.451, 0.443, 0.371], [-0.503, 0.067, -0.632], [-1.831, -0.087, -0.360], [-2.326, -0.058, 0.749], [2.428, -0.172, 1.171], [-0.045, 0.459, 1.346], [0.817, 1.467, 0.192], [-0.139, -0.205, -1.534], [-2.421, -0.168, -1.288]], "forces_ev_per_a": [[-0.1015, 0.3122, 0.2982], [0.0460, -0.1680, -0.2160], [0.0569, 0.0265, 0.0843], [-0.0440, -0.0052, 0.0427], [0.1106, 0.1887, 0.1100], [0.2366, 0.1146, -0.4484], [-0.1239, -0.0790, -0.0756], [0.1063, -0.1065, -0.0712], [-0.0100, -0.0621, 0.0987], [-0.2122, 0.0938, 0.0531], [-0.0649, -0.3150, 0.1243]]}